The following is a DFT calculation (ωB97M-V with the def2-TZVPD basis set) of a 2-piece molecular cluster, H7NSi2 overall.

Values from the calculation:
Relative energy (zero: lowest compared OMol25 entry of this formula, charge and spin) = 190.9 kJ/mol
HOMO level = -9.041 eV
E_LUMO = -1.3 eV
Kohn-Sham gap = 7.74 eV

The geometry in XYZ format:
```
10
H7NSi2 (ωB97M-V with the def2-TZVPD basis set)
N 0.487 0.185 1.578
Si 1.058 1.252 0.380
Si -2.450 -1.723 -1.713
H -0.537 0.083 1.512
H -0.092 1.622 -0.406
H 1.402 2.557 1.188
H 2.017 0.598 -0.640
H -1.488 -2.714 -2.552
H 0.884 -0.801 1.491
H -1.280 -1.059 -0.839
```